[1]
Entry from the Open Molecules 2025 dataset: C25H32AuClN3OS as an isolated structure (ωB97M-V with the def2-TZVPD basis set).

The geometry in XYZ format:
```
64
Properties=species:S:1:pos:R:3:forces:R:3:mulliken_spin:R:1
Au -0.770 0.137 0.847 -0.551 -0.417 -0.234 0.404
Cl 2.455 5.353 3.834 -0.009 -0.019 -0.010 0.013
S 1.258 -2.986 0.660 -0.275 0.330 -0.281 0.008
O 0.615 -1.876 1.458 0.042 -0.143 0.096 0.010
N -0.258 1.963 -0.658 0.106 0.045 0.036 0.100
N -2.837 -1.739 0.543 0.173 0.139 0.075 0.091
N -1.266 -0.551 -1.294 0.371 0.215 -0.083 0.389
C 1.093 2.458 -0.352 0.003 -0.053 0.063 0.013
C -0.740 -2.694 -2.360 -0.039 0.016 -0.027 0.130
C -0.980 0.283 -2.336 0.029 -0.046 0.236 -0.037
C 1.290 1.564 3.454 0.065 0.045 -0.061 0.079
C -0.295 2.059 -4.388 0.002 -0.009 0.007 0.157
C -1.475 -4.683 -1.249 0.020 0.022 -0.121 0.115
C -0.060 2.400 -3.063 -0.075 -0.018 0.061 -0.080
C -1.431 -1.904 -1.422 0.055 0.122 0.113 -0.041
C 2.985 -2.922 1.079 0.114 -0.049 0.154 0.001
C 0.836 -4.490 1.510 -0.009 -0.080 0.177 0.004
C -0.082 1.674 3.186 -0.036 0.001 0.078 -0.048
C -1.265 2.982 -0.319 0.002 0.051 -0.060 0.017
C 2.071 2.686 3.652 -0.085 -0.008 -0.020 -0.043
C -0.881 0.489 2.907 0.173 0.100 -0.449 0.348
C -2.172 -2.535 -0.388 -0.061 -0.345 -0.024 0.088
C -3.176 -2.335 1.820 -0.059 -0.075 0.087 -0.011
C 0.123 4.086 3.340 0.049 -0.070 0.008 -0.040
C -0.928 0.859 -4.691 -0.011 0.010 0.023 -0.062
C -3.884 -0.840 0.060 -0.091 0.003 -0.077 0.039
C -0.416 1.548 -2.033 0.026 0.119 -0.044 0.125
C -1.271 -0.013 -3.681 -0.008 -0.068 -0.139 0.160
C 1.482 3.942 3.589 0.038 0.093 0.015 0.095
C -0.758 -4.068 -2.275 -0.083 0.013 0.103 -0.043
C -2.166 -3.928 -0.317 -0.086 0.142 -0.008 -0.050
C -0.647 2.955 3.143 0.029 0.019 0.094 0.083
H -3.669 -0.510 -0.951 -0.001 0.011 0.013 -0.012
H 0.387 3.356 -2.831 0.025 0.038 -0.006 0.002
H -0.235 -4.639 1.380 0.088 0.006 0.036 -0.002
H 1.379 -5.317 1.059 0.030 -0.080 -0.023 0.000
H -4.027 -3.024 1.756 -0.021 0.000 -0.014 0.004
H -4.856 -1.346 0.065 -0.003 -0.007 -0.009 0.002
H 1.088 -4.382 2.564 -0.007 -0.026 0.020 0.000
H -1.162 0.612 -5.717 -0.010 -0.011 -0.024 0.000
H 1.742 0.581 3.490 0.003 -0.042 0.019 0.003
H -1.709 3.059 2.957 -0.042 -0.002 0.038 -0.006
H -2.261 2.569 -0.461 -0.056 0.014 -0.036 -0.005
H 1.826 1.735 -0.705 0.035 0.003 0.018 -0.004
H -1.792 -0.930 -3.918 -0.010 -0.013 0.012 0.001
H -2.733 -4.425 0.457 -0.013 -0.031 0.031 -0.001
H -1.149 3.873 -0.944 -0.020 0.034 0.005 0.001
H -0.481 -0.453 3.271 0.016 -0.038 0.165 0.015
H -2.317 -2.864 2.227 0.042 0.009 0.002 0.002
H -3.446 -1.536 2.510 0.003 -0.013 0.005 0.004
H -1.136 3.257 0.725 -0.009 0.038 -0.024 -0.004
H 3.085 -2.920 2.164 0.033 0.007 0.008 0.000
H 3.494 -3.777 0.641 0.044 -0.065 -0.029 0.001
H 3.387 -2.004 0.659 0.005 0.050 -0.012 0.000
H -3.944 0.036 0.707 -0.014 -0.001 0.013 -0.004
H -1.955 0.599 3.045 -0.023 0.044 0.164 -0.010
H 3.128 2.600 3.858 0.050 0.000 0.017 -0.002
H -0.316 5.072 3.311 -0.019 0.049 0.005 -0.001
H 1.189 2.567 0.729 -0.002 0.020 -0.028 -0.007
H -0.114 -2.206 -3.092 0.024 0.010 -0.055 -0.004
H 1.292 3.429 -0.816 0.010 0.010 -0.025 0.003
H -1.500 -5.761 -1.182 0.002 -0.068 0.003 0.004
H -0.013 2.743 -5.176 0.003 0.006 -0.027 0.005
H -0.196 -4.660 -2.980 0.019 -0.037 -0.050 0.000
```
Positions in Å, forces in eV/Å.

Calculated values
* HOMO-LUMO gap (spin up / spin down): 8.097 / 5.895 eV
* 2S+1: 3
* net charge: +1
* <S²>: 2.0589
* relative energy (zero: lowest compared OMol25 entry of this formula, charge and spin): 0.0 kcal per mole

[2]
Entry from the Open Molecules 2025 dataset: a 4-piece molecular cluster, C25H32B2O19S3 overall at a distorted geometry (ωB97M-V with the def2-TZVPD basis set).

The geometry in XYZ format:
```
81
Properties=species:S:1:pos:R:3:forces:R:3:lowdin_charge:R:1
S -5.202 -3.801 -1.748 -0.440 -0.355 -0.212 0.606
S -7.217 -0.363 -0.437 -0.082 0.044 0.384 0.623
S 4.206 2.573 4.100 0.073 -0.463 0.894 0.623
O 3.906 -0.379 -5.392 -0.149 -0.096 0.116 0.176
O -5.208 -2.390 -1.806 1.352 -0.619 -0.791 -0.255
O 0.269 4.237 1.623 -0.386 -0.058 0.026 -0.076
O 3.220 -2.183 -4.004 0.473 0.083 -0.253 0.183
O 0.727 0.164 -4.635 0.330 -0.334 -0.094 0.141
O -6.941 -1.744 -0.585 -1.318 0.696 0.812 -0.234
O -6.719 -4.323 -1.803 0.385 -0.341 -0.053 -0.185
O -4.734 -4.377 -3.178 -0.287 0.313 0.045 -0.186
O 3.627 1.166 4.604 0.017 0.345 0.127 -0.185
O -7.292 0.511 -1.549 -0.106 -0.133 -0.113 -0.202
O -6.182 0.240 0.636 -0.215 -0.335 0.019 -0.188
O -0.088 2.857 -0.877 0.004 0.123 0.118 0.144
O 4.677 2.404 2.772 0.360 0.352 0.216 -0.219
O 5.760 2.901 0.070 -0.525 -0.038 -0.091 0.180
O 6.008 0.554 0.474 -0.523 0.664 0.475 0.063
O -8.555 -0.176 0.444 0.243 0.380 -0.154 -0.185
O 3.285 3.587 4.458 0.001 0.121 -0.302 -0.198
O -4.524 -4.517 -0.728 0.012 0.194 0.129 -0.205
O 5.455 2.655 5.098 0.055 -0.274 -0.487 -0.173
C 4.226 0.465 -2.090 -0.356 0.111 0.168 0.028
C -2.739 -0.598 -1.027 -0.010 -0.289 -0.255 -0.041
C 0.758 3.173 2.428 0.481 0.145 -0.586 -0.235
C -8.196 0.074 1.806 0.143 -0.391 0.306 -0.170
C -0.514 -0.164 -2.622 0.354 0.255 -0.032 -0.085
C 1.487 2.050 1.642 0.847 0.174 0.531 -0.132
C 1.685 1.341 -1.455 -0.300 0.141 0.289 -0.010
C -1.368 -1.214 -2.932 0.054 0.314 0.295 0.014
C 0.244 1.755 -1.229 0.094 -0.515 -0.207 -0.279
C 5.293 1.693 6.149 -0.311 0.014 0.441 -0.155
C 2.535 2.601 0.618 -0.729 0.110 0.111 -0.107
C 3.177 0.088 -2.930 0.345 0.103 -0.317 -0.013
C 0.715 0.169 -3.426 -0.379 0.004 0.500 -0.264
C -0.756 0.662 -1.520 0.157 -0.006 0.046 -0.085
C -2.475 -1.434 -2.110 0.484 -0.231 -0.601 -0.050
C -5.695 -5.329 -3.645 -0.029 -0.496 0.164 -0.166
C 1.908 0.548 -2.589 -0.093 -0.065 0.078 -0.037
C -1.876 0.455 -0.725 -0.269 -0.099 0.038 0.004
C 4.558 0.542 5.497 0.414 -0.308 -0.070 -0.153
C 5.177 -0.305 1.255 -0.017 -1.254 0.066 -0.236
C 4.018 1.255 -0.952 0.444 0.408 0.027 -0.018
C -7.019 -4.826 -3.108 -0.159 0.264 -0.377 -0.161
C 2.737 1.719 -0.600 0.299 -0.160 -0.518 -0.074
C 4.855 -1.654 0.567 -0.176 -0.002 0.254 -0.050
C -6.893 0.841 1.722 -0.164 0.477 0.035 -0.164
B 3.463 -0.848 -4.182 -0.732 0.129 0.218 -0.625
B 5.313 1.616 -0.105 0.023 -0.471 0.192 -0.593
H 5.353 -1.744 -0.402 -0.178 0.118 0.104 0.079
H -8.979 0.635 2.310 -0.111 0.021 -0.231 0.134
H -3.634 -0.814 -0.450 0.199 0.212 0.107 0.098
H 3.463 2.787 1.175 -0.369 -0.244 -0.664 0.077
H -5.679 -5.387 -4.730 0.165 0.207 0.008 0.135
H -7.065 1.892 1.478 -0.017 -0.006 0.033 0.135
H -2.066 1.089 0.138 0.065 0.018 -0.210 0.122
H 1.474 3.600 3.135 -0.312 -0.261 0.212 0.084
H 5.706 -0.528 2.191 0.086 0.322 -0.180 0.113
H 4.695 2.151 6.939 0.007 -0.038 0.008 0.136
H 0.988 4.827 1.384 0.009 -0.126 0.040 0.079
H -0.118 2.764 2.942 0.252 0.053 0.074 0.121
H -1.132 -1.851 -3.780 -0.172 0.075 0.097 0.124
H -6.311 0.773 2.638 0.157 -0.133 -0.130 0.135
H 0.801 1.312 1.218 0.005 0.281 -0.127 0.104
H 2.215 3.583 0.246 -0.136 -0.242 0.044 0.124
H -8.060 -0.888 2.305 0.017 0.042 0.049 0.133
H -3.116 -2.278 -2.354 0.235 0.498 0.228 0.074
H 6.259 1.400 6.551 0.114 0.151 -0.210 0.139
H 3.769 -1.750 0.452 0.229 -0.013 -0.330 0.078
H 5.242 0.138 -2.315 -0.180 -0.008 0.047 0.134
H 5.894 3.083 1.009 0.514 -0.099 -0.155 0.092
H -5.441 -6.305 -3.224 -0.048 -0.012 -0.031 0.133
H 2.084 1.498 2.407 -0.512 0.065 -0.403 0.096
H 5.167 -2.513 1.174 0.079 0.246 -0.048 0.068
H 4.034 -0.078 6.219 -0.222 0.095 -0.107 0.139
H 3.422 -2.679 -4.808 -0.104 -0.006 0.060 0.113
H -7.406 -4.002 -3.711 0.007 -0.028 -0.023 0.137
H 4.229 0.166 1.544 0.254 0.180 -0.148 0.101
H 3.651 0.543 -5.513 0.245 -0.028 0.012 0.113
H -7.767 -5.612 -3.047 0.022 0.022 0.239 0.135
H 5.234 -0.081 4.906 0.009 0.010 0.024 0.130
```
Positions in Å, forces in eV/Å.

Calculated values
* HOMO-LUMO gap: 8.991 eV
* structure (SMILES): CCOB(O)c1cc(B(O)O)c2c(c1CCCO)C(=O)c1ccccc1C2=O.O=S1(=O)OCCO1.O=S1(=O)OCCO1.O=S1(=O)OCCO1

[3]
Entry from the Open Molecules 2025 dataset: C25H32BBaClN6O4PSi as an isolated structure at a distorted geometry (ωB97M-V with the def2-TZVPD basis set).

The geometry in XYZ format:
```
72
Properties=species:S:1:pos:R:3:forces:R:3:lowdin_charge:R:1
Ba 1.384 -0.535 -0.776 -0.757 -0.082 0.185 1.545
Cl 2.214 -4.072 -1.056 -1.593 1.406 -1.371 0.663
P -0.378 -2.758 1.724 0.147 -0.587 -0.257 0.882
Si -0.358 0.380 -3.561 0.653 0.229 -0.071 0.481
O 2.824 -4.795 0.003 0.616 -0.971 -0.199 -0.331
O 0.750 -4.082 -0.831 1.510 0.779 0.090 -0.418
O 2.419 -4.476 -2.418 0.548 -1.115 0.773 -0.324
O 2.800 -2.703 -1.013 -0.685 -0.303 0.591 -0.641
N 2.553 1.853 -1.327 0.490 -0.068 0.222 -0.101
N 2.753 2.887 -0.477 0.023 -0.742 -0.461 -0.041
N 0.803 2.871 0.989 0.774 -1.127 -0.282 -0.057
N 2.909 1.691 1.795 0.939 -0.398 0.635 -0.034
N 0.030 1.843 0.550 0.297 0.279 0.044 0.006
N 2.623 0.378 1.589 0.305 0.642 0.522 -0.077
C 4.106 0.542 3.313 -0.651 0.907 -0.471 -0.064
C -1.932 -1.042 5.706 0.349 0.194 0.042 -0.104
C -2.236 0.128 -3.527 0.979 -0.437 -1.042 -0.364
C -1.259 3.553 1.261 -0.262 1.508 0.519 -0.074
C -2.067 -2.797 4.041 0.124 0.099 0.475 -0.090
C -2.882 -0.734 -4.408 -0.747 -0.125 0.260 -0.112
C -2.423 -2.261 5.283 -0.133 -0.316 -0.060 -0.108
C -1.209 2.284 0.702 -0.818 -0.121 0.383 -0.197
C -0.246 2.326 -3.661 0.125 -1.329 -0.013 -0.258
C 3.108 3.683 -2.533 -0.087 -0.242 1.638 -0.040
C -0.696 -0.827 3.659 0.077 -0.725 -0.351 -0.110
C 0.726 -4.006 2.567 0.242 0.506 0.730 -0.264
C 0.154 -0.190 -5.352 -0.103 0.818 0.544 -0.289
C -1.683 -3.854 0.986 0.099 0.492 0.922 -0.273
C 2.795 2.322 -2.539 0.105 0.353 -0.339 -0.214
C 3.806 1.808 2.809 -0.169 -0.091 0.290 -0.080
C -1.049 -0.333 4.890 -0.600 -0.134 0.894 -0.090
C -1.174 -2.077 3.231 -0.277 -0.318 0.107 -0.394
C 0.087 3.907 1.366 -1.125 0.631 0.807 -0.108
C 3.044 3.977 -1.170 0.294 0.150 -0.880 -0.091
C 3.317 -0.284 2.512 -0.373 -1.669 -0.534 -0.187
C -3.001 0.821 -2.630 -1.225 0.406 0.702 -0.142
C -4.383 0.695 -2.586 -0.176 -0.639 -0.471 -0.104
C -5.040 -0.168 -3.466 0.245 -0.059 0.367 -0.122
C -4.263 -0.915 -4.343 -0.150 0.278 -0.905 -0.115
B 2.339 2.851 0.996 -0.370 0.613 -0.274 -0.574
H 0.794 2.564 -3.765 0.437 0.318 -0.332 -0.042
H -0.119 -1.216 -5.513 -0.263 -0.548 -0.245 -0.012
H -0.800 2.718 -4.496 -0.391 0.361 -0.320 0.012
H -2.328 -1.261 -5.171 0.106 -0.103 -0.019 0.079
H 0.116 -4.784 3.067 0.356 0.442 -0.049 0.044
H 1.224 -0.146 -5.483 0.592 -0.025 0.181 -0.014
H -2.135 4.142 1.624 0.943 -0.688 -0.704 0.101
H 0.598 4.798 1.721 -0.330 -0.224 -0.028 0.115
H -2.544 1.506 -1.942 0.310 0.282 0.283 0.070
H -0.533 2.760 -2.721 -0.432 0.368 0.437 -0.003
H 4.132 2.785 3.166 -0.139 -0.338 -0.319 0.116
H 3.338 4.363 -3.319 0.034 0.126 -0.440 0.083
H 4.708 0.295 4.169 0.074 -0.035 -0.121 0.085
H 2.681 1.697 -3.393 0.029 -0.491 -0.351 0.090
H -4.738 -1.524 -5.116 0.026 -0.072 0.368 0.092
H -3.036 -2.817 5.984 -0.164 -0.129 -0.225 0.095
H 3.159 4.873 -0.628 0.246 0.946 0.258 0.103
H -2.354 -3.218 0.435 -0.472 0.281 -0.149 0.031
H -2.448 -3.809 3.805 0.389 0.762 -0.154 0.101
H -0.233 0.459 -6.136 -0.429 -0.064 -0.159 0.013
H -2.177 -0.669 6.704 0.038 -0.085 -0.369 0.101
H -1.206 -4.483 0.265 0.346 -0.529 -0.294 0.005
H 0.021 -0.314 3.032 0.012 0.179 -0.046 0.078
H 3.194 -1.385 2.510 0.287 0.826 0.191 0.113
H -2.085 1.711 0.469 0.047 -0.527 -0.225 0.094
H 2.688 3.906 1.487 0.118 -0.270 0.038 0.118
H -4.972 1.225 -1.867 -0.168 0.455 0.366 0.083
H -0.636 0.561 5.311 0.257 0.524 -0.241 0.096
H 1.352 -3.436 3.312 -0.776 -0.619 -0.491 0.049
H -6.127 -0.261 -3.435 0.298 -0.028 -0.065 0.089
H 1.443 -4.488 1.902 -0.279 0.078 -0.279 0.002
H -2.247 -4.440 1.727 0.258 0.138 -0.258 0.032
```
Positions in Å, forces in eV/Å.

Calculated values
* HOMO-LUMO gap: 5.825 eV
* net charge: -1
* relative energy (zero: lowest compared OMol25 entry of this formula, charge and spin): 0.0 kcal per mole

- Which formula does entry 3 have?
  C25H32BBaClN6O4PSi